(1)
The following is a quantum chemistry calculation of a single C4H3N5 molecule, from the OMol25 dataset.

Computed properties:
Structure (SMILES): [H]/N=C/NN=C(C#N)C#N
Gap between HOMO and LUMO, eV: 8.29
E, Ha: -427.8377
Charge: 0
Multiplicity: 1
Energy above the lowest of the compared OMol25 structures with the same formula, charge and spin, kcal per mole: 58.3
E_LUMO, eV: -1.11

Last columns: bonded neighbours and bond lengths (Å).
Geometry (Å):
1 C 1.72 -0.42 0.17  H6 1.171, N8 1.301, N9 1.379
2 C -1.31 0.03 -0.04  C3 1.492, C4 1.465, N10 1.258
3 C -0.79 1.41 -0.31  C2 1.492, N11 1.130
4 C -2.63 -0.21 0.53  C2 1.465, N12 1.280
5 H 2.28 1.10 1.27  N8 0.964
6 H 2.68 -1.02 -0.14  C1 1.171
7 H 1.01 -1.70 -1.22  N9 1.031
8 N 1.54 0.69 0.82  C1 1.301, H5 0.964
9 N 0.69 -0.99 -0.55  C1 1.379, H7 1.031, N10 1.293
10 N -0.58 -0.97 -0.27  C2 1.258, N9 1.293
11 N -0.76 2.52 -0.50  C3 1.130
12 N -3.85 -0.45 0.24  C4 1.280

***

(2)
The following is a quantum chemistry calculation of 2 unconnected molecules or ions with the total composition C3H5F2OP, from the OMol25 dataset.

Computed properties:
Gap between HOMO and LUMO (alpha / beta), eV: 7.92 / 7.92
E, Ha: -733.5185
Charge: 0
Multiplicity: 1
Energy above the lowest of the compared OMol25 structures with the same formula, charge and spin, kcal per mole: 50.3
E_LUMO (alpha / beta), eV: -0.84 / -0.85

Last columns: bonded neighbours and bond lengths (Å).
Geometry (Å):
1 C -0.59 0.39 -0.37  C2 1.331, H8 1.080, H9 1.081
2 C 0.16 0.91 0.59  C1 1.331, H10 1.077, H11 1.078
3 C 1.18 -2.65 -2.22  F5 1.322, F6 1.324, P7 1.756
4 O 2.37 -0.71 -0.70  P7 1.455
5 F 1.82 -2.37 -3.34  C3 1.322
6 F 0.07 -3.32 -2.51  C3 1.324
7 P 1.12 -1.41 -0.98  C3 1.756, O4 1.455, H12 1.399
8 H -1.36 -0.34 -0.15  C1 1.080
9 H -0.58 0.78 -1.38  C1 1.081
10 H 0.87 1.69 0.40  C2 1.077
11 H 0.09 0.56 1.61  C2 1.078
12 H 0.63 -2.19 0.07  P7 1.399

***

(3)
The following is a quantum chemistry calculation of 7 unconnected molecules or ions with the total composition C34H30F48O9, from the OMol25 dataset.

Computed properties:
Structure (SMILES): FC(F)C(F)(F)COC(F)(F)C(F)F.FC(F)C(F)(F)COC(F)(F)C(F)F.FC(F)C(F)(F)COC(F)(F)C(F)F.FC(F)C(F)(F)COC(F)(F)C(F)F.FC(F)C(F)(F)COC(F)(F)C(F)F.FC(F)C(F)(F)COC(F)(F)C(F)F.C[C@H]1COC(=O)O1
Gap between HOMO and LUMO, eV: 10.89
E, Ha: -6784.0652
Charge: 0
Multiplicity: 1
Energy above the lowest of the compared OMol25 structures with the same formula, charge and spin, kcal per mole: 181.1
E_LUMO, eV: 0.19

Last columns: bonded neighbours and bond lengths (Å).
Geometry (Å):
1 C 3.21 1.96 1.69  C2 1.553, H8 1.090, H9 1.090, H10 1.090
2 C 2.85 1.41 3.10  C1 1.553, C3 1.539, O7 1.426, H11 1.090
3 C 1.62 2.10 3.71  C2 1.539, O4 1.398, H12 1.090, H13 1.090
4 O 0.90 1.09 4.36  C3 1.398, C5 1.318
5 C 1.27 -0.07 3.87  O4 1.318, O6 1.262, O7 1.374
6 O 0.60 -1.12 4.08  C5 1.262
7 O 2.32 0.09 2.99  C2 1.426, C5 1.374
8 H 2.35 1.98 1.02  C1 1.090
9 H 3.80 1.26 1.10  C1 1.090
10 H 3.81 2.87 1.73  C1 1.090
11 H 3.82 1.34 3.60  C2 1.090
12 H 1.09 2.61 2.91  C3 1.090
13 H 1.90 2.69 4.58  C3 1.090
14 C -6.24 -9.89 0.29  C15 1.540, O21 1.448, H28 1.090, H29 1.090
15 C -5.82 -9.86 1.77  C14 1.540, C16 1.557, F19 1.369, F20 1.331
16 C -4.40 -9.25 2.01  C15 1.557, F17 1.310, F18 1.354, H30 1.090
17 F -4.51 -7.95 1.91  C16 1.310
18 F -3.80 -9.53 3.19  C16 1.354
19 F -6.75 -9.06 2.38  C15 1.369
20 F -5.89 -11.03 2.38  C15 1.331
21 O -5.21 -10.33 -0.63  C14 1.448, C22 1.421
22 C -4.85 -11.70 -0.71  O21 1.421, C23 1.532, F26 1.347, F27 1.374
23 C -4.16 -11.95 -2.05  C22 1.532, F24 1.372, F25 1.324, H31 1.090
24 F -3.79 -13.26 -2.22  C23 1.372
25 F -4.89 -11.56 -3.09  C23 1.324
26 F -3.98 -11.81 0.32  C22 1.347
27 F -6.02 -12.40 -0.55  C22 1.374
28 H -6.38 -8.85 -0.01  C14 1.090
29 H -7.23 -10.27 0.04  C14 1.090
30 H -3.69 -9.56 1.25  C16 1.090
31 H -3.18 -11.48 -2.15  C23 1.090
32 C 5.89 -7.27 2.37  C33 1.572, O39 1.428, H46 1.090, H47 1.090
33 C 4.73 -7.68 3.35  C32 1.572, C34 1.574, F37 1.285, F38 1.323
34 C 4.81 -6.92 4.72  C33 1.574, F35 1.306, F36 1.360, H48 1.090
35 F 4.09 -7.44 5.68  C34 1.306
36 F 6.04 -7.09 5.27  C34 1.360
37 F 3.58 -7.32 2.89  C33 1.285
38 F 4.69 -9.00 3.50  C33 1.323
39 O 6.51 -6.01 2.60  C32 1.428, C40 1.489
40 C 7.60 -5.58 1.69  O39 1.489, C41 1.590, F44 1.367, F45 1.339
41 C 8.84 -5.15 2.58  C40 1.590, F42 1.350, F43 1.332, H49 1.090
42 F 10.02 -5.20 1.92  C41 1.350
43 F 8.71 -4.03 3.30  C41 1.332
44 F 7.86 -6.58 0.79  C40 1.367
45 F 7.26 -4.50 0.97  C40 1.339
46 H 5.50 -7.52 1.39  C32 1.090
47 H 6.79 -7.87 2.56  C32 1.090
48 H 4.51 -5.88 4.60  C34 1.090
49 H 9.00 -5.89 3.37  C41 1.090
50 C -4.92 6.00 6.51  C51 1.548, O57 1.403, H64 1.090, H65 1.090
51 C -5.95 5.67 5.39  C50 1.548, C52 1.512, F55 1.306, F56 1.326
52 C -7.22 6.50 5.43  C51 1.512, F53 1.309, F54 1.346, H66 1.090
53 F -7.92 6.15 6.48  C52 1.309
54 F -6.95 7.81 5.54  C52 1.346
55 F -5.30 5.89 4.28  C51 1.306
56 F -6.17 4.37 5.32  C51 1.326
57 O -5.38 5.99 7.83  C50 1.403, C58 1.458
58 C -4.49 6.67 8.77  O57 1.458, C59 1.584, F62 1.337, F63 1.329
59 C -4.93 6.36 10.26  C58 1.584, F60 1.331, F61 1.321, H67 1.090
60 F -4.35 7.12 11.19  C59 1.331
61 F -6.24 6.34 10.47  C59 1.321
62 F -3.24 6.28 8.48  C58 1.337
63 F -4.63 7.96 8.49  C58 1.329
64 H -4.79 7.08 6.39  C50 1.090
65 H -4.00 5.43 6.40  C50 1.090
66 H -7.83 6.36 4.54  C52 1.090
67 H -4.52 5.38 10.51  C59 1.090
68 C 7.69 -0.81 -7.32  C69 1.547, O75 1.370, H82 1.090, H83 1.090
69 C 7.45 -2.29 -6.91  C68 1.547, C70 1.511, F73 1.275, F74 1.377
70 C 6.03 -2.39 -6.41  C69 1.511, F71 1.286, F72 1.320, H84 1.090
71 F 5.09 -2.19 -7.26  C70 1.286
72 F 5.70 -3.47 -5.72  C70 1.320
73 F 7.58 -3.11 -7.87  C69 1.275
74 F 8.30 -2.73 -5.92  C69 1.377
75 O 7.85 -0.10 -6.16  C68 1.370, C76 1.428
76 C 7.53 1.29 -6.18  O75 1.428, C77 1.481, F80 1.323, F81 1.419
77 C 8.32 2.04 -5.18  C76 1.481, F78 1.333, F79 1.276, H85 1.090
78 F 8.11 3.36 -5.13  C77 1.333
79 F 8.25 1.60 -3.99  C77 1.276
80 F 7.70 1.79 -7.39  C76 1.323
81 F 6.12 1.33 -6.03  C76 1.419
82 H 6.90 -0.43 -7.97  C68 1.090
83 H 8.58 -0.78 -7.95  C68 1.090
84 H 5.69 -1.57 -5.78  C70 1.090
85 H 9.40 2.02 -5.33  C77 1.090
86 C -6.20 0.82 -2.91  C87 1.509, O93 1.455, H100 1.090, H101 1.090
87 C -5.00 0.07 -2.41  C86 1.509, C88 1.547, F91 1.340, F92 1.304
88 C -4.39 -0.78 -3.54  C87 1.547, F89 1.380, F90 1.359, H102 1.090
89 F -3.29 -1.56 -3.21  C88 1.380
90 F -5.27 -1.40 -4.37  C88 1.359
91 F -4.00 0.86 -1.98  C87 1.340
92 F -5.37 -0.67 -1.40  C87 1.304
93 O -6.00 1.58 -4.14  C86 1.455, C94 1.502
94 C -7.17 2.47 -4.46  O93 1.502, C95 1.488, F98 1.340, F99 1.303
95 C -7.05 3.04 -5.82  C94 1.488, F96 1.292, F97 1.348, H103 1.090
96 F -7.61 4.19 -6.03  C95 1.292
97 F -5.82 3.27 -6.32  C95 1.348
98 F -8.37 1.90 -4.25  C94 1.340
99 F -6.96 3.39 -3.57  C94 1.303
100 H -6.58 1.48 -2.13  C86 1.090
101 H -6.90 0.00 -3.11  C86 1.090
102 H -3.99 -0.09 -4.28  C88 1.090
103 H -7.36 2.37 -6.62  C95 1.090
104 C 0.46 8.76 -1.44  C105 1.537, O111 1.429, H118 1.090, H119 1.090
105 C 0.84 9.98 -0.58  C104 1.537, C106 1.544, F109 1.326, F110 1.348
106 C 2.33 10.35 -0.75  C105 1.544, F107 1.386, F108 1.350, H120 1.090
107 F 2.86 11.36 0.04  C106 1.386
108 F 3.14 9.29 -0.52  C106 1.350
109 F 0.01 10.97 -0.86  C105 1.326
110 F 0.65 9.57 0.69  C105 1.348
111 O 0.79 8.87 -2.83  C104 1.429, C112 1.453
112 C 0.30 7.96 -3.86  O111 1.453, C113 1.536, F116 1.308, F117 1.369
113 C 1.10 7.94 -5.17  C112 1.536, F114 1.338, F115 1.339, H121 1.090
114 F 0.59 7.03 -6.00  C113 1.338
115 F 1.07 9.04 -5.94  C113 1.339
116 F 0.47 6.74 -3.42  C112 1.308
117 F -1.06 8.09 -3.91  C112 1.369
118 H -0.58 8.51 -1.26  C104 1.090
119 H 1.02 7.89 -1.10  C104 1.090
120 H 2.55 10.53 -1.80  C106 1.090
121 H 2.15 7.74 -4.98  C113 1.090